64
Properties=species:S:1:pos:R:3 method="wB97M-V/def2-TZVPD" largest_force_ev_per_a=1.3 molar_mass_g_mol=457.5 homo_lumo_gap_ev=9.273 e_above_lowest_kcal_mol=4.98 homo_energy_ev=-8.59 multiplicity=1 lumo_ev=0.681
C 2.641 0.291 2.469
H 2.611 1.387 2.457
O 1.602 -0.251 1.700
C 0.327 0.147 2.154
C -0.759 -0.372 1.195
N -0.357 -0.370 -0.193
C -0.070 -1.464 -0.922
O 0.064 -1.410 -2.140
C 0.073 -2.816 -0.224
N 1.098 -2.870 0.782
C 0.828 -3.068 2.091
O -0.298 -3.252 2.525
C 2.015 -3.063 2.958
C 2.095 -3.137 4.325
C 3.468 -3.073 4.642
C 4.121 -2.967 3.451
O 3.256 -2.959 2.429
H 5.165 -2.896 3.212
H 3.908 -3.103 5.618
H 1.268 -3.227 4.998
H 2.032 -2.600 0.518
H -0.870 -3.103 0.254
H 0.297 -3.538 -1.018
C -0.518 0.886 -0.942
C 0.046 2.073 -0.204
C 1.422 2.241 -0.237
C 2.032 3.301 0.431
C 1.245 4.211 1.127
C -0.130 4.047 1.144
C -0.735 2.988 0.493
H -1.806 2.875 0.519
H -0.738 4.759 1.682
H 1.685 5.046 1.650
O 3.394 3.351 0.342
C 4.068 4.417 0.964
H 5.124 4.263 0.749
H 3.917 4.413 2.049
H 3.754 5.384 0.557
H 2.050 1.544 -0.769
C -2.010 0.927 -1.322
O -2.886 1.368 -0.603
N -2.241 0.343 -2.509
H -1.481 -0.147 -2.965
C -3.573 0.069 -3.005
C -3.893 -1.441 -2.934
H -2.982 -1.983 -2.675
H -4.642 -1.661 -2.176
C -4.352 -1.835 -4.338
H -5.425 -1.665 -4.445
H -4.146 -2.880 -4.561
C -3.588 -0.875 -5.244
H -4.005 -0.819 -6.248
H -2.545 -1.186 -5.318
C -3.693 0.450 -4.492
H -2.923 1.164 -4.779
H -4.667 0.903 -4.677
H -4.249 0.658 -2.382
H 0.069 0.757 -1.859
H -1.640 0.270 1.291
H -1.040 -1.382 1.491
H 0.291 1.243 2.224
H 0.135 -0.266 3.156
H 2.587 -0.051 3.511
H 3.573 -0.048 2.021